Entry 1:
53
Properties=species:S:1:pos:R:3:forces:R:3:mulliken_charge:R:1 method="wB97M-V/def2-TZVPD" relative_energy_kcal_mol=2.8 e_tot_ev=-44892.686 molar_mass_g_mol=351.80 gap_ev=10.16 total_charge=-1
Cl 20.5246 -4.5435 17.4248 -0.248 1.132 0.311 1.769
O 20.1145 -3.5727 16.4268 0.000 -0.300 -0.108 -0.801
O 19.9111 -5.8184 17.1117 0.001 -0.302 -0.071 -0.716
O 21.9608 -4.6596 17.4009 0.000 -0.179 0.057 -0.753
O 20.0728 -4.1027 18.7163 0.165 -0.267 -0.116 -0.721
O 17.5245 -1.6191 15.4968 -0.143 0.017 0.089 -0.631
H 18.4309 -1.8345 15.7498 -0.015 -0.080 -0.096 0.331
H 17.5385 -0.6653 15.3870 0.079 0.026 -0.033 0.291
O 18.7597 -6.8865 19.7373 -0.075 -0.032 0.029 -0.615
H 18.1575 -6.3140 20.2190 -0.031 0.011 -0.004 0.286
H 19.0444 -6.3417 18.9915 0.104 -0.091 -0.026 0.338
O 20.4336 -9.0949 16.0985 0.006 -0.106 0.077 -0.676
H 20.4816 -8.1448 16.2574 0.038 0.050 -0.017 0.354
H 19.5220 -9.2441 15.8351 -0.028 0.059 -0.048 0.314
O 23.1410 -5.4115 20.0338 0.073 0.082 0.042 -0.647
H 22.6173 -5.0801 19.2896 0.034 -0.121 -0.091 0.392
H 23.3076 -4.6308 20.5675 -0.034 0.015 0.034 0.277
C 22.7597 -6.3642 14.5855 0.371 0.390 -0.366 -1.368
C 21.5923 -5.5554 14.0515 -0.273 -0.063 -0.725 1.657
C 21.6908 -5.3397 12.5386 -0.266 0.071 -0.256 -1.560
O 20.3442 -6.2177 14.2878 0.292 0.267 -0.008 -0.608
H 23.6730 -5.7658 14.4841 -0.020 -0.032 0.128 0.390
H 22.9046 -7.2460 13.9586 -0.154 -0.188 0.230 0.343
H 22.6427 -6.6269 15.6335 -0.059 -0.056 0.012 0.259
H 21.5940 -4.5446 14.4743 -0.186 -0.195 0.411 -0.361
H 22.0404 -6.2184 11.9900 0.123 -0.026 0.176 0.350
H 22.3189 -4.4806 12.2872 0.198 -0.164 0.074 0.339
H 20.6992 -5.1135 12.1394 -0.024 0.033 0.156 0.357
H 20.0736 -6.0074 15.1922 -0.046 -0.055 0.027 0.219
C 20.5790 -1.5350 12.6113 0.345 -0.763 -0.476 -1.185
C 21.4421 -1.3222 13.8562 -0.988 0.289 -0.106 0.973
C 22.2177 -0.0297 13.7941 0.289 0.533 0.074 -1.527
O 20.5668 -1.2348 15.0032 0.705 -0.288 -0.429 -0.539
H 21.1179 -1.3457 11.6741 0.071 0.331 0.199 0.371
H 19.6676 -0.9432 12.6416 0.029 0.130 0.078 0.335
H 20.3094 -2.5931 12.5165 -0.267 0.148 0.295 0.174
H 22.0898 -2.1957 13.9653 0.234 0.147 0.115 0.089
H 22.9443 0.0177 12.9794 -0.028 -0.253 -0.014 0.369
H 22.7418 0.1620 14.7323 0.011 -0.132 -0.019 0.367
H 21.5366 0.8136 13.6433 -0.115 -0.125 0.029 0.315
H 20.6260 -2.0998 15.4319 -0.193 0.029 0.338 0.426
C 16.4114 -7.2546 16.2949 0.402 -0.045 0.035 -0.999
C 15.6735 -8.3387 17.0761 0.192 0.520 -0.691 0.630
C 16.4059 -9.6587 17.0013 0.179 -0.064 -0.448 -1.301
O 15.5024 -7.8783 18.4096 -0.134 -0.126 -0.073 -0.514
H 16.0591 -6.2667 16.5863 -0.081 0.006 -0.060 0.361
H 16.2791 -7.3835 15.2185 -0.180 0.002 0.040 0.406
H 17.4924 -7.2804 16.4631 -0.083 0.008 0.261 -0.024
H 14.7059 -8.4420 16.5584 -0.159 -0.137 0.430 0.095
H 16.5015 -9.9335 15.9452 -0.108 -0.108 0.073 0.334
H 15.8671 -10.4614 17.5089 0.075 -0.023 0.082 0.417
H 17.4260 -9.5688 17.3795 -0.100 0.009 0.292 0.308
H 15.3852 -8.6476 18.9731 0.020 0.016 0.090 0.311

***

Entry 2:
53
Properties=species:S:1:pos:R:3:forces:R:3:mulliken_charge:R:1 method="wB97M-V/def2-TZVPD" relative_energy_kcal_mol=101.9 e_tot_ev=-44888.386 molar_mass_g_mol=351.80 gap_ev=9.83 total_charge=-1
Cl 15.3234 3.5578 6.3722 -1.287 -0.477 -2.001 1.706
O 15.0868 4.8455 6.9826 0.761 0.204 -0.123 -0.869
O 14.0533 3.1490 5.7456 0.353 -0.540 1.060 -0.658
O 16.2391 3.6093 5.2237 0.316 0.346 1.482 -0.551
O 15.7799 2.6226 7.3788 -0.066 0.318 -0.689 -0.633
C 18.1852 5.5849 3.3197 -0.650 -2.794 0.661 -1.354
C 17.4080 6.8033 3.0257 0.515 -1.749 -1.711 0.894
C 15.9254 6.7376 3.1956 -0.301 0.536 -0.556 -1.159
O 18.0046 7.8235 3.7245 0.527 1.597 0.843 -0.595
H 17.6106 4.7350 2.9514 0.175 -0.267 -0.444 0.346
H 18.1955 5.3152 4.3757 0.246 0.379 0.410 0.207
H 19.1901 5.5272 2.9014 -0.006 0.368 -0.038 0.375
H 17.6144 6.8569 1.9568 -0.278 1.043 -0.520 0.129
H 15.6026 6.5430 4.2184 -0.060 0.211 -0.066 0.136
H 15.4405 6.0559 2.4968 0.257 -0.457 0.198 0.342
H 15.6552 7.7111 2.7865 -0.728 0.337 0.695 0.361
H 18.5494 7.3124 4.3275 0.246 0.755 0.528 0.355
C 15.2501 -0.3190 5.4032 -0.079 1.635 0.649 -0.349
O 14.0851 0.0303 6.1410 -0.364 -0.585 -0.207 -0.537
H 15.2281 0.0724 4.3861 -0.534 -0.832 -0.608 0.156
H 16.0500 0.3224 5.7732 0.671 -0.647 0.554 0.128
H 15.4055 -1.3883 5.5467 0.247 0.217 -0.405 0.290
H 14.0965 0.9782 6.2925 -0.009 0.312 -0.018 0.287
C 12.4785 5.1153 9.7405 0.847 -0.549 -0.832 -0.516
O 13.7518 4.5053 9.4464 -0.895 0.311 1.038 -0.430
H 12.5206 6.1765 9.9856 0.465 0.083 0.554 0.264
H 11.7878 5.1177 8.8972 -0.061 -0.552 -0.239 0.172
H 12.0736 4.5040 10.5470 -0.174 0.359 0.030 0.237
H 14.1246 4.7135 8.5866 -0.198 0.342 -0.419 0.355
C 13.5116 2.2958 2.2788 0.057 0.427 0.945 -0.611
O 14.8690 2.6175 2.6221 -0.621 -0.546 -1.241 -0.504
H 13.2924 2.5707 1.2471 0.377 0.180 0.003 0.294
H 13.2003 1.2579 2.3976 0.652 -0.461 0.012 0.297
H 12.8089 2.8144 2.9310 0.000 0.426 -0.010 0.189
H 15.0100 2.7351 3.5644 -0.408 0.067 0.429 0.307
C 10.5549 2.8002 6.0229 0.764 1.057 -0.558 -0.443
O 9.4901 2.7185 6.9607 0.051 -0.582 -0.217 -0.528
H 11.2346 1.9484 6.0000 -0.423 -0.224 0.625 0.144
H 10.2739 2.9595 4.9819 -0.727 -0.271 -0.125 0.293
H 11.1679 3.6808 6.2150 0.257 -0.010 0.368 0.235
H 8.7981 3.3326 6.7046 0.131 0.025 -0.073 0.292
C 20.1314 3.7984 5.7317 0.397 -0.652 -0.508 -0.755
O 19.0373 4.2931 6.3850 -1.455 1.269 1.054 -0.373
H 20.6802 4.6325 5.2943 0.223 -0.041 0.190 0.265
H 20.7171 3.2365 6.4592 0.667 -0.185 -0.387 0.263
H 19.7905 3.1702 4.9087 0.392 -0.349 -0.219 0.299
H 18.4242 3.5818 6.5845 -0.225 -0.019 -0.118 0.238
C 17.8620 4.6701 9.8011 -0.053 0.612 0.430 -0.185
O 18.5546 3.9246 10.7959 0.586 -0.825 -0.255 -0.542
H 18.4541 5.5480 9.5426 -0.244 0.414 0.098 0.264
H 17.7335 4.1696 8.8414 -0.004 -0.656 0.526 -0.053
H 16.8989 4.9028 10.2556 -0.253 0.423 -0.690 0.228
H 18.6695 4.4926 11.5613 -0.074 0.017 -0.107 0.297